# 1
53
Properties=species:S:1:pos:R:3:lowdin_charge:R:1 method="wB97M-V/def2-TZVPD" total_energy_ha=-1986.2185 lumo_energy_ev="-0.58 / -0.97" e_above_lowest_kj_mol=0.0 homo_lumo_gap_ev="5.330 / 4.718"
P -0.0791 4.2015 -2.0874 0.8281
P -2.6678 -2.3842 0.4604 0.8568
C -3.1859 0.3964 -0.6332 -0.3732
C -3.6767 -0.7354 0.2815 -0.4296
H -4.1414 0.8634 -0.9476 0.0019
H -2.6603 1.2194 -0.0317 0.0560
H -3.5682 -0.4870 1.3669 0.0643
H -4.7577 -0.9608 0.1306 0.0671
C -2.8496 -3.3383 -1.1529 -0.3060
H -2.5346 -4.3569 -0.8825 0.0305
H -2.1463 -3.0282 -1.9386 0.0094
H -3.8729 -3.3728 -1.5429 0.0292
C -3.9987 -3.1111 1.4657 -0.3574
H -4.8299 -3.4286 0.8006 0.0429
H -4.3444 -2.3551 2.1973 0.0380
H -3.5881 -3.9771 2.0076 0.0282
C -0.5642 4.1938 -3.8667 -0.4261
H 0.0991 4.9275 -4.3929 0.0336
H -1.6116 4.5575 -3.9874 0.0182
H -0.4344 3.1658 -4.2887 0.0132
C -1.7612 4.6804 -1.5331 -0.4286
H -2.3175 3.7716 -1.2314 0.0114
H -2.2636 5.1819 -2.3723 0.0146
H -1.6885 5.3696 -0.6767 0.0242
Sn -2.2976 0.3421 -2.7111 1.2461
C -4.7953 -0.6710 -2.9396 -0.1707
C -3.6760 -0.9910 -3.7291 -0.3429
C -3.6385 -0.6228 -5.2292 -0.1806
C -3.6938 0.9281 -5.4325 -0.1497
C -2.9981 1.6962 -4.3188 -0.2537
C -3.6822 2.2159 -3.1968 -0.1920
C -5.1324 1.9473 -2.9006 -0.1790
C -5.7460 0.4846 -3.1072 -0.1614
C -0.5032 0.3660 -0.5967 -0.2058
H -5.0967 -1.3892 -2.1662 0.0958
H -2.9528 -1.7886 -3.3481 0.0831
H -4.4881 -1.1610 -5.6902 0.1179
H -2.7266 -1.0502 -5.6851 0.0609
H -3.2272 1.2023 -6.4162 0.1346
H -4.7363 1.2589 -5.4046 0.1011
H -2.0412 2.1376 -4.6589 0.0878
H -3.2762 3.1746 -2.8326 0.0830
H -5.7261 2.6811 -3.4748 0.1243
H -5.3612 2.2546 -1.8716 0.1057
H -6.5451 0.3785 -2.3378 0.1197
H -6.2608 0.4938 -4.0829 0.1054
H -0.6428 -0.5106 0.0704 -0.0641
H -0.6918 1.3038 -0.0326 -0.0497
H 0.4780 0.3457 -1.0718 -0.0644
Cl -0.1324 -0.8876 -5.3089 0.4960
C -0.3421 -0.4126 -3.6453 -0.7666
H -0.3356 -1.3147 -3.0333 -0.0193
H 0.5467 0.1593 -3.3694 -0.0079

# 2
12
Properties=species:S:1:pos:R:3:lowdin_charge:R:1 method="wB97M-V/def2-TZVPD" total_energy_ha=-210.7262 lumo_energy_ev=-4.88 charge=+1 e_above_lowest_kj_mol=70.7 homo_lumo_gap_ev=11.671
C -0.4404 0.4966 1.2718 0.0170
C 1.2715 1.1749 -0.2926 0.1794
N 0.3712 0.3428 0.0411 0.0059
H 0.1811 0.8611 2.0809 0.1029
H -0.8369 -0.4881 1.4895 0.1026
H -1.1795 1.2649 1.0620 0.1137
H 1.5232 1.9045 0.4590 0.1238
H 1.7668 1.0962 -1.2456 0.1248
H 0.0521 -0.3989 -0.6037 0.1028
H -1.3119 -2.5934 -0.9208 0.1038
H -0.5616 -1.8745 -2.1204 0.0546
O -0.8356 -1.7860 -1.2212 -0.0313

# 3
19
Properties=species:S:1:pos:R:3:lowdin_charge:R:1 method="wB97M-V/def2-TZVPD" total_energy_ha=-477.0923 lumo_energy_ev=3.83 charge=-1 e_above_lowest_kj_mol=25.2 homo_lumo_gap_ev=8.314
C -0.5917 2.5776 -0.8093 -0.0541
C 0.7338 1.8246 -1.1211 -0.7945
O 1.7557 2.4597 -0.7905 -0.0905
O 0.6472 0.6835 -1.6299 -0.1146
H -0.6925 2.7189 0.2703 0.0528
H -1.4708 1.9625 -1.0462 0.0529
H -0.6146 3.5223 -1.3466 0.0512
C 0.0387 -0.6700 1.3712 -0.1526
C 0.9443 -1.6241 2.2016 -0.0803
C -0.9370 -1.4940 0.5878 -0.5680
O -1.9960 -1.9158 1.0544 -0.0091
N -0.6280 -1.7585 -0.7157 0.1636
H -0.4679 0.0212 2.0407 0.1115
H 0.5844 -0.0262 0.7013 0.0812
H 2.0011 -1.3977 2.0832 0.0649
H -1.4179 -2.1259 -1.2178 0.0959
H 0.0200 -1.1456 -1.2041 0.0611
H 0.7210 -2.6688 1.9879 0.0680
H 0.6886 -1.5140 3.2583 0.0605

# 4
39
Properties=species:S:1:pos:R:3:lowdin_charge:R:1 method="wB97M-V/def2-TZVPD" total_energy_ha=-2546.3170 lumo_energy_ev=1.93 charge=-1 homo_lumo_gap_ev=8.210
O 4.0684 0.5548 0.9624 -0.4954
P 2.9930 1.1433 0.1165 0.6663
S 3.1191 3.3357 0.0040 0.3418
O 4.3912 3.5248 0.6524 -0.3726
O 3.0449 3.6157 -1.4097 -0.3802
N 2.0148 3.9968 0.9252 -0.3598
S 0.4614 4.1130 0.5390 0.4926
O 0.1885 4.2509 -0.8736 -0.3376
O -0.0973 5.1103 1.4202 -0.3458
C -0.3318 2.5685 1.0300 -0.2558
C -0.6813 1.6465 -0.1485 -0.3311
C -1.9985 2.0695 -0.7627 -0.5895
Cl -2.4132 1.0342 -2.1722 0.5190
H 3.1057 0.7261 -1.2238 -0.0021
H 1.7219 0.7597 0.5747 -0.0181
H 0.2577 2.0686 1.7954 0.0840
H -1.2563 2.9071 1.5032 0.0928
H -0.7748 0.6251 0.2259 0.1055
H 0.0971 1.6946 -0.9114 0.0906
H -2.8159 1.9430 -0.0543 0.0723
H -1.9738 3.0996 -1.1048 0.0669
C -2.5510 -2.8445 -3.8274 -0.0833
C -2.2070 -2.6064 -2.4338 -0.3310
N -1.9398 -2.3765 -1.3427 0.1340
H -2.2060 -2.0127 -4.4397 0.0793
H -2.0797 -3.7641 -4.1703 0.0616
H -3.6304 -2.9353 -3.9391 0.0778
C -3.9882 -6.3671 -1.1646 -0.0683
C -2.7364 -6.0560 -1.8405 -0.2763
N -1.7369 -5.8145 -2.3485 0.1469
H -3.9522 -6.0083 -0.1375 0.0856
H -4.8208 -5.8840 -1.6728 0.0796
H -4.1553 -7.4426 -1.1587 0.0793
C 4.2910 0.6385 4.5050 -0.0704
C 2.8725 0.3813 4.6902 -0.2914
N 1.7500 0.1831 4.8276 0.1118
H 4.8793 -0.1975 4.8799 0.0775
H 4.5087 0.7790 3.4432 0.0628
H 4.5818 1.5399 5.0419 0.0808

# 5
12
Properties=species:S:1:pos:R:3:lowdin_charge:R:1 method="wB97M-V/def2-TZVPD" smiles="NC=O.C=C" total_energy_ha=-248.4461 lumo_energy_ev=0.96 e_above_lowest_kj_mol=211.0 homo_lumo_gap_ev=10.555
N 2.4867 -0.1462 0.3986 0.0931
C 1.9796 0.3816 -0.7740 -0.3947
O 1.1041 1.2291 -0.7829 -0.0025
H 2.4206 0.4298 1.2191 0.0914
H 2.4618 -1.1524 0.4668 0.0877
H 2.0981 -0.2350 -1.6700 0.1187
C -2.3564 0.4999 0.0299 -0.0760
C -1.7561 -0.6412 0.4024 -0.0851
H -2.5300 0.6199 -1.0223 0.0412
H -2.7760 1.1958 0.7495 0.0450
H -1.2163 -1.1255 -0.4051 0.0405
H -1.9160 -1.0557 1.3881 0.0408

# 6
12
Properties=species:S:1:pos:R:3:lowdin_charge:R:1 method="wB97M-V/def2-TZVPD" smiles="CNCC=S" total_energy_ha=-571.2880 lumo_energy_ev=-0.47 e_above_lowest_kj_mol=396.3 homo_lumo_gap_ev=8.303
C -0.7788 1.5611 0.4197 -0.1589
N -0.2617 0.2435 0.5023 -0.2112
C 0.6133 -0.3558 -0.4527 -0.3678
C 0.9081 -1.7670 0.0056 -0.6687
S 0.9212 -2.8581 -1.1670 0.6850
H -1.7741 1.5474 1.1608 0.1472
H 0.1757 2.2233 0.3027 0.0950
H -1.1835 1.7737 -0.6933 0.0889
H -0.9478 -0.3181 0.4926 -0.0043
H 0.1744 -0.4766 -1.3866 0.0473
H 1.5274 0.5249 -0.4271 0.1892
H 0.6257 -2.0983 1.2431 0.1584